[1]
A structure of composition C10H30BeNO13 in a non-equilibrium geometry. Source: OMol25; level of theory: wB97M-V/def2-TZVPD.

LUMO level (alpha / beta): -0.92 / -3.05 eV
HOMO energy (alpha / beta): -8.65 / -8.65 eV
2S+1: 2
<S²>: 0.751
energy relative to the best compared isomer or geometry (same formula, charge and spin): 139.31 kJ/mol
E: -39353.2648 eV

Cartesian coordinates (Å):
O (15.47563, -18.00512, -5.26158)
O (22.90911, -17.19278, -4.87244)
O (19.17072, -24.18553, -3.47175)
O (18.43336, -16.94180, -6.80554)
O (18.90539, -14.18336, -2.42290)
O (19.69051, -16.60912, -3.81981)
O (19.76485, -18.72230, -3.56414)
O (18.91470, -21.25911, -3.32323)
O (19.99714, -18.90862, 0.74237)
O (17.82177, -13.33685, -5.60825)
O (20.17059, -16.33854, 3.40648)
O (23.63232, -15.10146, -3.18377)
O (20.98498, -17.42989, -2.44988)
N (20.06698, -17.59614, -3.26491)
C (23.13024, -15.85715, -5.27055)
C (19.51530, -17.14553, 2.41625)
C (18.68186, -13.39031, -4.52980)
C (22.77245, -14.76067, -4.26190)
C (18.81363, -23.50144, -4.57395)
C (17.20337, -16.62208, -6.15577)
C (16.82501, -17.95886, -5.55113)
C (20.42211, -17.61281, 1.22771)
C (19.23295, -22.00580, -4.40215)
C (18.01681, -13.43906, -3.16047)
Be (23.55426, -17.41023, -2.20413)
H (18.68582, -16.67093, 1.89202)
H (21.72735, -14.72357, -3.95452)
H (19.27165, -20.36800, -3.31216)
H (19.13184, -21.43778, -5.32694)
H (17.27925, -15.86642, -5.37390)
H (20.31299, -22.04430, -4.26029)
H (19.11369, -18.04816, 2.87677)
H (20.31959, -16.90860, 0.40207)
H (18.02963, -12.56536, -6.14042)
H (22.55974, -15.68458, -6.18316)
H (19.06499, -18.86930, 0.51619)
H (23.77780, -14.30069, -2.67466)
H (19.23800, -23.96642, -5.46378)
H (16.87575, -18.71364, -6.33588)
H (21.43037, -17.60640, 1.64179)
H (17.72782, -23.45966, -4.65974)
H (19.10685, -14.38491, -4.66493)
H (20.05513, -24.55355, -3.53475)
H (19.64359, -16.24463, 4.20337)
H (24.18640, -15.86946, -5.53976)
H (19.43264, -12.61637, -4.68932)
H (17.45605, -18.10782, -4.67494)
H (23.02403, -13.75020, -4.58402)
H (19.18750, -16.97824, -6.21263)
H (17.06967, -13.97776, -3.18944)
H (18.54164, -15.06223, -2.29305)
H (23.22688, -17.78628, -5.55682)
H (16.42005, -16.39046, -6.87748)
H (15.18780, -18.91093, -5.39670)
H (17.87405, -12.43667, -2.75682)

Results of the natural (NBO) charge analysis, in e, for atoms 1 through 8: atom 1 (O): -0.733, atom 2 (O): -0.749, atom 3 (O): -0.708, atom 4 (O): -0.747, atom 5 (O): -0.724, atom 6 (O): -0.507, atom 7 (O): -0.511, atom 8 (O): -0.753

[2]
A structure of composition C23H25CuO5S3. Source: OMol25; level of theory: wB97M-V/def2-TZVPD.

LUMO level: 0.48 eV
HOMO energy: -8.14 eV
E: -111639.4699 eV

Cartesian coordinates (Å):
Cu (-1.30911, 0.22758, -0.24183)
S (-0.54165, -0.90333, 2.79366)
S (-0.73240, 3.30466, -0.13563)
S (0.22733, -1.15873, -1.91783)
O (-1.70641, 2.18437, 0.17509)
O (-1.61226, -0.63446, 1.78002)
O (-1.24880, -1.04180, -1.90970)
O (0.72378, -0.96460, -0.55290)
O (0.84552, -0.31147, -2.91103)
C (1.53900, -6.87217, -3.45544)
C (-2.24650, 0.65728, 4.26905)
C (-0.10611, 5.00754, -3.69421)
C (0.52335, -4.62212, -3.94518)
C (0.91243, 2.61719, 0.16261)
C (1.29117, 2.60324, 1.63853)
C (-0.59916, 3.50580, -1.89646)
C (-0.40588, -0.34313, 5.47869)
C (1.55301, -4.96247, -1.81605)
C (-0.56671, 2.68464, -4.13310)
C (-0.75408, 2.45146, -2.77906)
C (1.25328, -3.65323, -1.45811)
C (-1.97432, 1.07386, 6.62282)
C (1.19788, -5.46437, -3.06077)
C (-0.84075, 0.27094, 6.64114)
C (-1.10831, -0.13144, 4.30021)
C (0.22244, -3.31919, -3.60272)
C (0.79611, 0.23964, 2.40051)
C (0.59111, -2.83375, -2.35600)
C (-2.67728, 1.26047, 5.44252)
C (-0.29067, 4.78733, -2.33856)
C (-0.24127, 3.95363, -4.58849)
C (0.43101, 1.70983, 2.52995)
H (0.46564, -0.98587, 5.49488)
H (2.25808, -6.88409, -4.27634)
H (-0.29869, -2.67790, -4.30064)
H (-0.20534, 5.60198, -1.63034)
H (0.23045, -4.99895, -4.91800)
H (0.13481, 6.00026, -4.05046)
H (-2.77244, 0.78136, 3.33151)
H (-0.09399, 4.12397, -5.64668)
H (-1.00589, 1.45573, -2.44016)
H (-2.31501, 1.54745, 7.53324)
H (2.06987, -5.60447, -1.11301)
H (-0.62718, 1.84524, 2.29752)
H (0.65731, -7.42129, -3.78923)
H (1.05840, -0.05051, 1.38036)
H (-3.56597, 1.87722, 5.43204)
H (2.33719, 2.28823, 1.70073)
H (-0.30128, 0.11569, 7.56600)
H (1.98012, -7.41572, -2.62084)
H (1.63675, -0.04061, 3.04170)
H (1.59248, 3.25733, -0.40489)
H (1.52673, -3.26357, -0.48900)
H (0.55752, 2.01455, 3.57167)
H (0.92743, 1.62439, -0.30536)
H (-0.66132, 1.85742, -4.82278)
H (1.26860, 3.62894, 2.01631)

Results of the natural (NBO) charge analysis, in e, for atoms 1 through 8: atom 1 (Cu): 0.884, atom 2 (S): 1.289, atom 3 (S): 1.255, atom 4 (S): 2.383, atom 5 (O): -1.047, atom 6 (O): -1.035, atom 7 (O): -1.064, atom 8 (O): -1.067

[3]
A structure of composition C17H31Br4InN2O2PS3 in a non-equilibrium geometry. Source: OMol25; level of theory: wB97M-V/def2-TZVPD.

LUMO level: 0.98 eV
HOMO energy: -5.63 eV
total charge: -1
energy relative to the best compared isomer or geometry (same formula, charge and spin): 0.00 kJ/mol
E: -352344.7943 eV

Cartesian coordinates (Å):
In (-0.09648, 0.99167, -2.19089)
Br (-5.02614, 3.00616, -4.50561)
Br (-0.64043, 3.17416, -3.61753)
Br (-5.65362, 5.09587, -2.14931)
Br (-4.42900, 6.13278, -4.93336)
S (2.99319, 5.84221, 3.36357)
S (-3.50772, -0.67589, -2.27557)
S (1.21901, 3.29902, 3.06531)
P (-2.27638, 0.27098, -1.10918)
O (-3.09676, 1.73375, -0.62569)
O (-2.05554, -0.60053, 0.38368)
N (1.94815, 4.49889, 5.50776)
N (1.74365, 3.30002, 7.47478)
C (2.05661, -5.08702, -1.35040)
C (0.70847, -5.45569, -0.53217)
C (1.27227, 3.66125, 1.24923)
C (0.11070, -4.04982, 0.01564)
C (0.78797, -0.48603, -3.63662)
C (1.64204, 4.71775, 7.78917)
C (1.78345, -2.78955, -2.76149)
C (0.44263, 2.45098, 0.52954)
C (2.09734, 4.59255, 4.02528)
C (-4.51178, 4.67140, -3.65942)
C (1.94223, 3.14492, 6.04965)
C (1.76421, 5.53369, 6.48766)
C (1.31262, 1.63711, -0.54818)
C (-1.13456, -4.31916, 1.00310)
C (0.46813, -2.03250, -3.32578)
C (-2.48079, -3.90449, 0.18649)
C (1.64005, -4.39255, -2.74141)
H (1.45948, 5.18393, 8.81676)
H (1.84611, 0.74258, -0.06567)
H (0.06959, 1.73763, 1.36082)
H (-2.28801, -3.03923, -0.53380)
H (-2.62280, 2.01911, 0.19852)
H (1.93933, -0.37197, -3.60197)
H (0.24564, -2.54045, -4.34172)
H (-3.31969, -3.60206, 0.89529)
H (-1.12265, -5.45327, 1.22276)
H (-2.94890, -0.53359, 0.81309)
H (0.58222, -4.76529, -3.00192)
H (-3.50397, 4.53129, -3.26848)
H (-0.45984, -2.19030, -2.68261)
H (2.74500, -4.45304, -0.69496)
H (2.33391, -4.84120, -3.54725)
H (0.88644, -6.20212, 0.31157)
H (2.10525, -2.34234, -1.76146)
H (-0.48485, 2.90341, 0.04384)
H (0.95124, -3.41943, 0.48622)
H (2.60315, -6.07329, -1.57050)
H (-0.07164, -5.86893, -1.25818)
H (2.06364, 2.36416, -1.00429)
H (2.36542, 3.62192, 0.88806)
H (2.03809, 2.15111, 5.51708)
H (-1.01100, -3.73927, 1.97726)
H (-2.77467, -4.81189, -0.46223)
H (0.77647, 4.66098, 0.95587)
H (2.63230, -2.55171, -3.50550)
H (0.43454, -0.25761, -4.69808)
H (1.72026, 6.64194, 6.26575)
H (-0.21355, -3.46299, -0.92253)

Results of the Löwdin charge analysis, in e, for atoms 1 through 8: atom 1 (In): 0.347, atom 2 (Br): 0.548, atom 3 (Br): -0.079, atom 4 (Br): 0.534, atom 5 (Br): 0.527, atom 6 (S): 0.609, atom 7 (S): 0.155, atom 8 (S): 0.858

[4]
A cluster of 2 separate species, C4H12N2 in total in a non-equilibrium geometry. Source: OMol25; level of theory: wB97M-V/def2-TZVPD.

LUMO level: 0.84 eV
HOMO energy: -9.22 eV
SMILES: [H]/N=C/N.CCC
energy relative to the best compared isomer or geometry (same formula, charge and spin): 66.11 kJ/mol
E: -7322.3436 eV

Cartesian coordinates (Å):
N (1.65510, -1.29662, 3.07252)
N (1.33503, 0.54413, 1.75602)
C (-0.93052, 0.89263, -3.11387)
C (1.65316, -0.78574, 1.90887)
C (-1.84034, 0.03662, -2.22680)
C (-1.63795, 0.33132, -0.74637)
H (-2.85749, 0.25907, -2.53428)
H (1.84595, -1.27519, 0.95165)
H (1.48198, 0.91142, 0.83467)
H (-1.33528, 1.90435, -3.13356)
H (-0.79255, 0.45766, -4.10391)
H (0.08440, 1.01513, -2.72750)
H (-0.62293, 0.16409, -0.39859)
H (-1.63556, -1.01460, -2.43731)
H (-2.46489, -0.02118, -0.13908)
H (1.60275, -2.30992, 3.01201)
H (1.35842, 1.07746, 2.61037)
H (-1.71655, 1.42646, -0.66288)

Results of the natural (NBO) charge analysis, in e, for atoms 1 through 8: atom 1 (N): -0.732, atom 2 (N): -0.822, atom 3 (C): -0.605, atom 4 (C): 0.280, atom 5 (C): -0.395, atom 6 (C): -0.608, atom 7 (H): 0.198, atom 8 (H): 0.143

[5]
A structure of composition C38H55FeN2OSi2Te. Source: OMol25; level of theory: wB97M-V/def2-TZVPD.

LUMO level (alpha / beta): -1.93 / -2.14 eV
HOMO energy (alpha / beta): -10.21 / -10.30 eV
2S+1: 5
<S²>: 6.017
total charge: +1
energy relative to the best compared isomer or geometry (same formula, charge and spin): 0.00 kJ/mol
E: -102758.8702 eV

Cartesian coordinates (Å):
Te (-0.14676, 0.19198, -2.71443)
Fe (0.09016, -0.04309, -0.03556)
Si (1.33493, 2.50704, -4.62436)
Si (-1.16881, -2.64058, -4.21231)
O (2.17922, 0.65360, 0.43769)
N (0.42549, 2.70304, -1.07321)
N (0.67101, -1.79110, 0.34204)
C (1.94253, -6.38645, 0.60884)
C (-2.28566, 1.09482, 1.02391)
C (1.16919, -4.25496, -0.98322)
C (0.80691, 4.91131, -0.24596)
C (1.55377, -4.01682, 0.33270)
C (-1.81645, -1.51460, 1.87996)
C (-0.47883, 5.29444, -0.58497)
C (1.24883, 3.62169, -0.53100)
C (1.94110, -5.09378, 1.12647)
C (1.62904, 1.23148, -3.27376)
C (4.21056, -1.50478, 4.01830)
C (1.97536, -1.63470, 3.13682)
C (2.84568, -1.29048, 4.16493)
C (1.56857, -6.61038, -0.70907)
C (0.72092, 1.62396, -6.13716)
C (-1.88585, -3.20925, -2.59734)
C (2.41075, 1.58098, 1.51474)
C (3.16499, 2.80006, 1.03263)
C (-0.60825, -4.06985, -5.24576)
C (-1.64494, 0.88373, 2.24614)
C (1.48521, -2.60270, 0.85993)
C (-2.38047, -1.60260, -5.16242)
C (-1.59292, -2.92782, 2.34514)
C (-1.24577, 2.05171, 3.11214)
C (3.81338, -2.45330, 1.83771)
C (-1.29332, 4.38030, -1.23298)
C (-0.79610, 3.10952, -1.44404)
C (0.33396, -1.57480, -3.79879)
C (-3.47531, 0.26446, -1.05415)
C (2.94427, 3.37282, -4.93796)
C (0.05713, 3.72409, -4.04366)
C (2.71211, 3.29482, -0.34724)
C (4.69434, -2.07576, 2.84503)
C (1.18187, -5.53866, -1.50705)
C (-1.44567, -0.42753, 2.66784)
C (-2.41378, -1.26754, 0.64441)
C (-2.68890, 0.03044, 0.21132)
C (2.44434, -2.22710, 1.97251)
H (0.88994, -5.70915, -2.53824)
H (-2.53511, 2.10812, 0.73545)
H (0.40115, 4.28220, -3.16388)
H (-2.63005, -0.67580, -4.63638)
H (-0.16120, 4.44838, -4.83761)
H (2.23999, -7.21781, 1.23739)
H (-1.03964, 2.93983, 2.50912)
H (2.93537, 1.09309, 2.33247)
H (0.81235, -1.19632, -4.70785)
H (4.19093, -2.92995, 0.93893)
H (1.41476, 1.84911, 1.87009)
H (-0.13878, -3.72360, -6.17340)
H (3.27225, 4.19864, -0.58648)
H (0.45130, 2.34270, -6.91882)
H (-2.04832, 2.30395, 3.80919)
H (2.46031, -0.85178, 5.08112)
H (2.83019, 4.12497, -5.72870)
H (-3.31264, -2.15220, -5.33829)
H (0.11241, -4.70030, -4.71187)
H (-1.40283, 2.37006, -1.95429)
H (1.57748, -7.61588, -1.11435)
H (-0.82395, 6.30189, -0.38626)
H (3.29446, 3.88691, -4.03518)
H (-2.49499, -3.31317, 2.82809)
H (-0.88137, 3.21952, -3.78652)
H (-2.71907, -2.11007, 0.03338)
H (0.91446, -1.45716, 3.23252)
H (5.75803, -2.24408, 2.72276)
H (-1.00332, -0.60329, 3.64318)
H (4.22816, 2.55090, 0.95974)
H (-0.35870, 1.82006, 3.70498)
H (-3.21387, -0.45656, -1.83030)
H (-3.32500, 1.26921, -1.45235)
H (-1.28838, -4.02222, -2.16934)
H (-2.28893, 4.64316, -1.56920)
H (2.98626, 2.54940, -1.08662)
H (1.07711, -2.12815, -3.21784)
H (-1.35188, -3.58048, 1.50329)
H (-2.91440, -3.56938, -2.71395)
H (1.48105, 0.95025, -6.55124)
H (1.49279, 5.61878, 0.20805)
H (-0.77621, -2.98694, 3.06778)
H (-1.46629, -4.69715, -5.51864)
H (0.86080, -3.40928, -1.58715)
H (2.33475, 0.45534, -3.58497)
H (2.23140, -4.92898, 2.15764)
H (-1.88458, -2.39351, -1.86803)
H (-4.54368, 0.14960, -0.85312)
H (3.72394, 2.67041, -5.25507)
H (-0.17495, 1.03438, -5.90578)
H (-1.96488, -1.33197, -6.14096)
H (3.00416, 0.31888, 0.07251)
H (4.89280, -1.24069, 4.81629)
H (3.07558, 3.59105, 1.78298)
H (2.01110, 1.69979, -2.36397)

Results of the Löwdin charge analysis, in e, for atoms 1 through 8: atom 1 (Te): 1.396, atom 2 (Fe): 0.578, atom 3 (Si): 0.380, atom 4 (Si): 0.363, atom 5 (O): -0.138, atom 6 (N): 0.044, atom 7 (N): 0.029, atom 8 (C): -0.069

[6]
A cluster of 2 separate species, C2H6OS2 in total in a non-equilibrium geometry. Source: OMol25; level of theory: wB97M-V/def2-TZVPD.

LUMO level (alpha / beta): 3.30 / 3.29 eV
HOMO energy (alpha / beta): 0.10 / -4.21 eV
2S+1: 2
<S²>: 0.753
total charge: -1
energy relative to the best compared isomer or geometry (same formula, charge and spin): 13.27 kJ/mol
E: -25888.2505 eV

Cartesian coordinates (Å):
S (3.05047, -1.20327, 1.54723)
S (2.06699, -0.55168, 3.30051)
O (-2.76808, -0.39662, -1.76091)
C (-1.81273, -0.11907, -1.08145)
C (-0.94343, 1.03980, -1.43449)
H (-0.91350, 1.78620, -0.65497)
H (-1.17228, 1.39766, -2.43118)
H (2.63409, -2.47632, 1.43511)
H (-1.62016, -0.68940, -0.15664)
H (0.13393, 0.83133, -1.43675)
H (1.34470, 0.38137, 2.67353)

Results of the natural (NBO) charge analysis, in e, for atoms 1 through 8: atom 1 (S): -0.598, atom 2 (S): -0.590, atom 3 (O): -0.544, atom 4 (C): 0.438, atom 5 (C): -0.739, atom 6 (H): 0.241, atom 7 (H): 0.225, atom 8 (H): 0.095